Entry 1:
This record from the Open Molecules 2025 dataset describes a structure of composition CH2O3S2 at a distorted geometry. The level of theory is ωB97M-V/def2-TZVPD.

Each line ends with the Löwdin charge.
Element x y z (Å)
1 C 0.4333 -0.8786 -0.6388  -0.699
2 O -0.6636 -1.3041 -0.3073  -0.224
3 O -2.1875 1.0773 0.8220  -0.410
4 O 0.1576 0.6329 1.3201  -0.503
5 S 0.4699 0.6484 -1.4407  0.878
6 S -1.1942 0.0996 1.2866  0.887
7 H 1.3889 -1.4118 -0.1783  0.147
8 H 1.5957 1.1364 -0.8635  -0.076

Summary:
2S+1: 1
Frontier orbital gap in eV: 9.578
HOMO level in eV: -10.63
ΔE to the lowest compared entry with this formula, charge and spin in kJ/mol: 87.92



Entry 2:
This record from the Open Molecules 2025 dataset describes an isolated molecule of CH2O4S at a distorted geometry. The level of theory is ωB97M-V/def2-TZVPD.

Each line ends with the Löwdin charge.
Element x y z (Å)
1 C -1.5251 0.4116 -0.3414  -0.429
2 O 1.5687 -0.9810 0.9735  -0.273
3 O 1.4732 0.7495 -0.7204  -0.365
4 O -0.7362 -0.5587 -0.0010  -0.182
5 O -1.1234 1.5461 -0.0536  -0.063
6 S 0.8543 0.3152 0.4998  1.000
7 H -2.6064 0.0858 -0.7150  0.181
8 H 2.0948 -1.5686 0.3581  0.131

Summary:
2S+1: 1
Frontier orbital gap in eV: 10.927
HOMO level in eV: -10.53
ΔE to the lowest compared entry with this formula, charge and spin in kJ/mol: 97.55



Entry 3:
This record from the Open Molecules 2025 dataset describes a cluster of 2 separate species, CH2O4S2 in total at a distorted geometry. The level of theory is ωB97M-V/def2-TZVPD.

Each line ends with the Löwdin charge.
Element x y z (Å)
1 C -0.9575 0.1218 0.0002  -0.153
2 O -1.4602 -2.4792 0.1945  -0.299
3 O -1.3541 -1.4464 -2.0632  -0.320
4 O -4.4382 -0.3056 0.3122  -0.458
5 O -5.1722 2.0087 0.0287  -0.427
6 S -1.4102 -1.3243 -0.6159  0.724
7 S -5.5114 0.6883 0.4485  0.910
8 H -0.8784 0.3737 0.9587  -0.015
9 H -1.4152 0.8276 -0.6841  0.037

Summary:
2S+1: 1
Frontier orbital gap in eV: 8.274
HOMO level in eV: -9.93
ΔE to the lowest compared entry with this formula, charge and spin in kJ/mol: 155.24



Entry 4:
This record from the Open Molecules 2025 dataset describes the ion CH2O5P with charge -1 at a distorted geometry. The level of theory is ωB97M-V/def2-TZVPD.

Each line ends with the Löwdin charge.
Element x y z (Å)
1 C 0.2136 -0.4614 -0.0245  -0.732
2 O 2.2402 1.5571 -0.1240  -0.311
3 O 3.4594 -0.7723 0.0578  -0.297
4 O 1.0723 -0.4310 1.0255  -0.118
5 O 0.9812 -0.5532 -1.1425  -0.108
6 O -0.6044 0.6488 0.0523  0.036
7 P 2.2944 0.0854 -0.0064  0.357
8 H -0.6271 -1.3047 0.2318  0.177
9 H 0.0095 1.2600 0.2491  -0.005

Summary:
Total charge: -1
2S+1: 1
Frontier orbital gap in eV: 10.087
HOMO level in eV: -5.87
ΔE to the lowest compared entry with this formula, charge and spin in kJ/mol: 131.83